{
  "formula": "C26H18BF3N4O5Pt",
  "method": "the ωB97M-V functional and the def2-TZVPD basis",
  "energy_ev": -55529.54745,
  "mol_weight_g_mol": 729.3,
  "orbital_gap_ev": [4.6, 4.6],
  "species": ["Pt", "F", "F", "F", "O", "O", "O", "O", "O", "N", "N", "N", "N", "C", "C", "C", "C", "C", "C", "C", "C", "C", "C", "C", "C", "C", "C", "C", "C", "C", "C", "C", "C", "C", "C", "C", "C", "C", "C", "B", "H", "H", "H", "H", "H", "H", "H", "H", "H", "H", "H", "H", "H", "H", "H", "H", "H", "H"],
  "coordinates": [[1.699, -1.014, -1.139], [-4.644, -1.024, -3.517], [1.654, -3.842, -2.229], [1.581, -3.754, -0.053], [6.494, 4.766, -1.085], [1.611, -0.792, 1.129], [0.576, -0.827, 3.052], [-0.331, -1.081, -1.216], [4.484, 5.552, -1.076], [1.762, 1.173, -1.163], [-3.144, -0.806, 1.756], [3.659, -0.751, -1.182], [5.275, 4.608, -1.083], [-1.843, -0.809, 2.054], [-4.281, -2.238, 3.369], [6.378, -0.134, -1.085], [4.582, -1.717, -1.138], [2.339, 3.872, -1.080], [-0.817, -0.874, 1.150], [0.565, -0.841, 1.832], [-4.102, -0.809, 2.855], [-1.128, -0.957, -0.237], [-4.267, -0.973, -2.228], [-2.932, -0.948, -1.913], [-5.252, -0.944, -1.248], [4.796, 3.280, -1.094], [-5.951, -0.833, 1.156], [3.043, 1.576, -1.139], [-5.404, -0.155, 2.406], [5.414, 0.914, -1.109], [3.406, 2.949, -1.104], [5.951, -1.432, -1.087], [-4.901, -0.880, 0.086], [-3.540, -0.864, 0.441], [0.781, 2.061, -1.125], [1.035, 3.425, -1.083], [-2.550, -0.912, -0.564], [5.755, 2.262, -1.086], [4.042, 0.541, -1.148], [1.664, -3.041, -1.168], [-2.176, -0.967, -2.681], [4.234, -2.739, -1.136], [2.550, 4.928, -1.054], [-4.626, -2.898, 2.578], [-6.273, -1.850, 1.393], [-6.825, -0.293, 0.791], [6.793, 2.551, -1.051], [0.215, 4.126, -1.055], [-1.567, -0.765, 3.101], [7.426, 0.120, -1.055], [6.654, -2.248, -1.054], [-5.216, 0.900, 2.194], [-0.229, 1.673, -1.134], [-6.287, -0.969, -1.545], [-6.128, -0.215, 3.218], [-3.663, -0.208, 3.660], [-5.001, -2.252, 4.182], [-3.334, -2.621, 3.742]]
}